(1)
Formula: H4S3
Source: the Open Molecules 2025 dataset
Level of theory: ωB97M-V with the def2-TZVPD basis set

Properties
ΔE to the lowest compared entry with this formula, charge and spin (kJ/mol): 0.00
Maximum force (eV Å⁻¹): 0.34
E_LUMO (eV): 0.3

Geometry (Å):
S (1.681, 0.333, 0.270)
S (0.495, -1.188, 0.970)
H (1.274, 1.285, 1.111)
H (1.323, -1.704, 1.879)
S (-2.281, 0.774, -1.282)
H (-1.318, 1.105, -0.411)
H (-1.388, 0.158, -2.069)

Force components x, y, z for each atom (eV/Å):
S 0.1 -0.1 -0.1
S -0.3 0.0 -0.2
H 0.0 0.2 0.1
H 0.2 0.0 0.2
S 0.1 0.0 0.0
H 0.0 0.0 0.0
H -0.1 0.0 0.0

***

(2)
Formula: C12H36O12
Source: the Open Molecules 2025 dataset
Level of theory: ωB97M-V with the def2-TZVPD basis set

Properties
ΔE to the lowest compared entry with this formula, charge and spin (kJ/mol): 105.08
Maximum force (eV Å⁻¹): 1.18
E_LUMO (eV): 0.3

Geometry (Å):
O (14.841, -7.487, 3.675)
C (15.356, -7.394, 2.343)
C (16.696, -6.672, 2.343)
O (17.811, -7.526, 2.639)
H (14.901, -8.409, 3.936)
H (15.476, -8.408, 1.963)
H (14.699, -6.827, 1.683)
H (16.674, -5.853, 3.065)
H (16.946, -6.300, 1.350)
H (17.824, -7.691, 3.587)
O (13.650, -6.697, 6.011)
C (14.632, -7.129, 6.918)
C (14.228, -6.912, 8.356)
O (15.397, -7.156, 9.131)
H (14.085, -6.603, 5.146)
H (14.864, -8.203, 6.819)
H (15.604, -6.637, 6.788)
H (13.404, -7.538, 8.726)
H (13.830, -5.907, 8.553)
H (15.138, -7.029, 10.059)
O (14.851, -7.030, 11.900)
C (14.142, -8.117, 12.526)
C (12.988, -7.590, 13.333)
O (13.526, -6.933, 14.488)
H (14.865, -6.263, 12.485)
H (13.747, -8.770, 11.753)
H (14.871, -8.633, 13.151)
H (12.377, -8.430, 13.689)
H (12.339, -6.934, 12.749)
H (12.817, -6.449, 14.922)
O (10.694, -5.399, 8.713)
C (10.259, -4.139, 9.210)
C (11.380, -3.083, 9.200)
O (12.624, -3.592, 8.793)
H (11.661, -5.317, 8.706)
H (9.427, -3.777, 8.607)
H (9.916, -4.263, 10.239)
H (11.547, -2.718, 10.218)
H (11.052, -2.166, 8.701)
H (12.907, -3.441, 7.889)
O (17.602, -7.889, 12.551)
C (18.272, -7.246, 13.626)
C (19.770, -7.515, 13.501)
O (20.405, -7.140, 14.719)
H (16.731, -7.477, 12.475)
H (18.067, -6.168, 13.590)
H (17.931, -7.576, 14.615)
H (20.199, -6.884, 12.729)
H (19.872, -8.587, 13.336)
H (20.767, -7.887, 15.196)
O (9.255, -5.307, 2.243)
C (9.965, -5.401, 3.453)
C (11.447, -5.667, 3.198)
O (11.595, -6.787, 2.329)
H (9.729, -5.854, 1.606)
H (9.894, -4.479, 4.041)
H (9.522, -6.153, 4.117)
H (11.941, -5.823, 4.162)
H (11.928, -4.825, 2.706)
H (11.175, -7.560, 2.721)

Force components x, y, z for each atom (eV/Å):
O 0.0 0.0 -0.3
C 0.7 0.3 0.0
C 0.7 -0.7 0.0
O -0.3 0.0 0.3
H -0.1 0.0 0.2
H 0.1 0.1 -0.3
H -0.5 -0.1 0.3
H -0.2 0.2 -0.1
H -0.3 0.2 0.0
H 0.0 0.0 0.0
O 0.0 0.3 -0.1
C 0.4 -0.6 0.4
C -0.3 0.3 0.9
O -0.4 0.1 0.1
H -0.3 -0.2 0.2
H -0.2 0.1 -0.2
H -0.2 0.3 -0.1
H 0.1 -0.5 -0.5
H 0.4 0.3 -0.4
H 0.3 -0.1 -0.1
O 0.0 -0.1 -0.2
C 0.0 0.8 0.1
C -0.1 -0.6 1.0
O 0.0 0.3 -0.4
H -0.2 -0.1 0.2
H 0.3 0.0 -0.2
H -0.3 -0.3 0.1
H 0.0 -0.1 -0.3
H 0.2 0.1 -0.1
H 0.0 0.0 0.0
O 0.1 0.5 0.1
C 0.0 -0.4 -0.1
C -0.1 1.0 0.7
O 0.7 -0.4 0.2
H -0.1 -0.3 -0.2
H -0.1 -0.2 0.0
H -0.2 0.0 0.0
H 0.0 -0.3 0.1
H 0.2 -0.3 -0.6
H -0.6 0.2 -0.1
O 0.0 0.0 0.4
C 0.0 0.4 -0.1
C -0.6 0.0 0.9
O 0.1 0.5 0.2
H 0.1 -0.2 -0.4
H 0.2 0.0 0.0
H 0.0 -0.3 -0.1
H 0.1 -0.4 -0.4
H 0.3 0.0 -0.5
H -0.1 -0.2 -0.2
O -0.2 0.3 0.0
C 0.5 0.3 0.4
C -0.5 -0.4 0.6
O 0.2 0.1 -0.3
H 0.0 0.0 0.0
H -0.2 0.2 -0.4
H 0.2 -0.3 -0.2
H 0.1 -0.1 -0.1
H -0.1 0.0 -0.2
H 0.1 0.0 0.2

***

(3)
Formula: C39H39F7NbO2
Source: the Open Molecules 2025 dataset
Level of theory: ωB97M-V with the def2-TZVPD basis set

Properties
Charge: -1
Maximum force (eV Å⁻¹): 8.71
E_LUMO (eV): 2.2

Geometry (Å):
O (0.032, 2.580, 0.355)
C (0.399, 1.817, -0.697)
O (-0.435, 0.759, -1.286)
C (-0.603, -0.396, -0.398)
C (-2.042, -0.513, 0.365)
Nb (-3.846, 0.304, -0.735)
F (-5.598, 1.181, -1.582)
H (1.430, 2.043, -1.236)
H (-0.429, -1.436, -0.956)
H (0.264, -0.326, 0.420)
H (-2.034, -0.060, 1.470)
H (-2.236, -1.678, 0.529)
H (-2.895, 1.041, -2.079)
H (-3.695, 1.826, 0.281)
H (-4.946, -0.464, 0.525)
H (-3.986, -1.205, -1.776)
F (-3.008, -3.152, -0.934)
C (-3.946, -4.090, -1.120)
C (-4.523, -4.710, -0.017)
C (-5.503, -5.683, -0.211)
C (-5.888, -6.033, -1.507)
C (-5.300, -5.409, -2.608)
C (-4.327, -4.428, -2.414)
H (-4.205, -4.430, 0.982)
H (-5.966, -6.167, 0.645)
H (-6.650, -6.795, -1.658)
H (-5.598, -5.687, -3.616)
H (-3.866, -3.927, -3.258)
F (4.150, 7.438, -1.757)
C (3.604, 6.465, -1.015)
C (2.222, 6.318, -0.989)
C (1.653, 5.302, -0.220)
C (2.474, 4.450, 0.523)
C (3.861, 4.609, 0.494)
C (4.429, 5.618, -0.283)
H (1.600, 6.995, -1.566)
H (0.574, 5.174, -0.199)
H (2.030, 3.661, 1.126)
H (4.497, 3.947, 1.076)
H (5.505, 5.749, -0.325)
F (10.227, 10.036, -0.959)
C (8.899, 9.888, -0.866)
C (8.204, 9.278, -1.904)
C (6.822, 9.119, -1.806)
C (6.148, 9.581, -0.673)
C (6.853, 10.196, 0.362)
C (8.237, 10.346, 0.268)
H (8.743, 8.933, -2.780)
H (6.270, 8.637, -2.609)
H (5.069, 9.461, -0.598)
H (6.326, 10.559, 1.241)
H (8.802, 10.813, 1.068)
F (-1.857, -2.712, -4.354)
C (-1.060, -3.611, -4.947)
C (0.116, -4.004, -4.316)
C (0.944, -4.943, -4.930)
C (0.592, -5.473, -6.174)
C (-0.588, -5.069, -6.801)
C (-1.421, -4.138, -6.182)
H (0.378, -3.575, -3.354)
H (1.862, -5.262, -4.442)
H (1.240, -6.203, -6.655)
H (-0.858, -5.480, -7.771)
H (-2.346, -3.820, -6.651)
F (-4.263, -6.051, 2.595)
C (-4.207, -7.340, 2.955)
C (-3.397, -8.216, 2.240)
C (-3.335, -9.557, 2.618)
C (-4.091, -10.010, 3.701)
C (-4.905, -9.125, 4.409)
C (-4.959, -7.781, 4.038)
H (-2.823, -7.847, 1.396)
H (-2.699, -10.248, 2.070)
H (-4.045, -11.057, 3.992)
H (-5.496, -9.481, 5.250)
H (-5.579, -7.078, 4.583)
F (3.783, 2.148, 5.983)
C (2.526, 2.345, 5.563)
C (1.516, 2.549, 6.497)
C (0.209, 2.759, 6.060)
C (-0.077, 2.753, 4.692)
C (0.943, 2.543, 3.763)
C (2.252, 2.344, 4.200)
H (1.756, 2.542, 7.555)
H (-0.586, 2.927, 6.782)
H (-1.098, 2.913, 4.352)
H (0.718, 2.535, 2.699)
H (3.058, 2.188, 3.491)

Force components x, y, z for each atom (eV/Å):
O 2.3 -5.2 -6.6
C -2.9 2.5 4.0
O 2.9 2.2 1.9
C 0.2 -1.7 2.6
C 0.8 -0.9 1.0
Nb -3.0 1.8 -0.5
F 2.4 -1.2 1.2
H -2.3 -0.6 0.8
H -0.4 2.7 0.6
H -1.8 -0.2 -1.7
H 0.3 -0.7 -2.4
H 0.4 2.5 -0.4
H 0.3 -0.2 -0.6
H 0.4 0.3 0.2
H -0.1 -0.6 0.2
H 0.2 0.0 -0.2
F 0.1 -0.7 0.0
C -0.5 -0.4 -0.1
C 0.0 0.1 0.0
C 0.2 0.1 -0.5
C 0.0 0.0 0.1
C 0.1 0.1 0.5
C 0.1 0.0 -0.1
H -0.1 0.1 -0.2
H 0.1 0.1 -0.1
H 0.1 0.1 0.0
H 0.1 0.1 0.2
H 0.0 0.0 0.2
F 0.2 0.3 -0.3
C -0.6 -1.0 0.8
C 0.1 0.1 0.0
C 0.4 0.0 0.1
C 0.1 0.0 0.1
C -0.4 0.2 -0.2
C 0.1 0.1 -0.1
H 0.1 -0.1 0.0
H 0.2 0.0 0.0
H 0.0 0.2 -0.2
H -0.1 0.1 -0.1
H -0.1 0.0 0.0
F 0.3 0.0 0.0
C -1.2 -0.1 0.1
C 0.1 0.0 0.0
C 0.1 0.2 0.4
C 0.0 0.0 0.0
C 0.1 -0.2 -0.4
C 0.1 0.0 0.0
H 0.0 0.0 0.1
H 0.1 0.1 0.2
H 0.3 0.0 0.0
H 0.1 -0.1 -0.1
H 0.0 0.0 -0.1
F 0.1 -0.1 -0.1
C 0.4 -0.4 -0.3
C 0.0 0.0 0.1
C -0.4 0.1 -0.3
C 0.0 0.0 0.0
C 0.2 0.1 0.4
C 0.0 0.0 0.0
H -0.1 0.0 -0.1
H -0.2 0.1 -0.1
H -0.1 0.1 0.1
H 0.0 0.1 0.2
H 0.1 0.0 0.1
F 0.0 0.0 0.2
C 0.1 -0.9 0.3
C 0.1 0.0 -0.1
C -0.3 0.2 0.3
C 0.0 0.0 0.0
C 0.3 0.0 -0.3
C 0.0 0.1 0.0
H -0.1 0.0 0.1
H -0.1 0.2 0.1
H 0.0 0.2 0.0
H 0.1 0.1 -0.1
H 0.1 0.0 -0.1
F 0.4 -0.1 0.1
C -1.2 0.2 -0.4
C 0.1 0.0 0.0
C 0.3 -0.1 -0.4
C 0.0 0.0 0.1
C 0.0 0.0 0.3
C 0.0 0.0 0.1
H 0.0 0.0 -0.1
H 0.2 0.0 -0.1
H 0.2 -0.1 0.0
H 0.0 0.0 0.2
H 0.0 0.0 0.1

***

(4)
Formula: C32H18BrF3MoN7O9S3Se
Source: the Open Molecules 2025 dataset
Level of theory: ωB97M-V with the def2-TZVPD basis set

Properties
Charge: -1
⟨S²⟩: 2.046
2S+1: 3
ΔE to the lowest compared entry with this formula, charge and spin (kJ/mol): 0.00
Maximum force (eV Å⁻¹): 0.48
E_LUMO (alpha / beta) (eV): 0.8 / 0.7

Geometry (Å):
Mo (0.269, -0.265, -0.182)
O (1.824, -0.091, 5.815)
C (1.571, -0.164, 4.650)
C (1.654, 0.993, 3.627)
O (1.942, 2.140, 3.878)
C (1.277, 0.360, 2.378)
C (0.904, -0.946, 2.516)
O (0.428, -1.522, 1.465)
C (1.093, -1.428, 3.897)
O (0.942, -2.522, 4.366)
O (1.130, 0.856, 1.159)
F (4.324, -0.804, -5.197)
C (3.125, -0.598, -4.616)
F (2.631, 0.539, -5.135)
F (2.320, -1.595, -5.021)
C (3.241, -0.534, -3.123)
C (4.468, -0.561, -2.496)
C (4.556, -0.487, -1.108)
C (3.392, -0.402, -0.384)
N (2.214, -0.354, -1.001)
C (2.092, -0.398, -2.332)
S (0.442, -0.244, -2.767)
H (5.366, -0.646, -3.094)
H (5.509, -0.514, -0.603)
H (3.376, -0.367, 0.695)
Se (2.887, 3.850, -1.696)
N (1.398, 4.851, -1.804)
C (0.386, 4.061, -1.482)
C (-0.962, 4.454, -1.456)
C (-1.905, 3.491, -1.118)
C (-1.530, 2.206, -0.803)
N (-0.242, 1.761, -0.793)
C (0.732, 2.672, -1.142)
N (1.998, 2.364, -1.203)
H (-1.230, 5.471, -1.710)
H (-2.959, 3.730, -1.080)
H (-2.288, 1.494, -0.538)
N (-2.692, 6.295, 1.802)
C (-2.649, 4.932, 2.084)
C (-1.540, 4.378, 2.722)
C (-1.498, 3.027, 3.009)
C (-2.568, 2.217, 2.656)
C (-3.689, 2.758, 2.040)
C (-3.736, 4.111, 1.769)
S (-2.423, 0.473, 2.798)
O (-1.462, 0.192, 3.827)
O (-3.741, -0.111, 2.878)
N (-1.781, 0.126, 1.349)
C (-2.412, -0.627, 0.464)
S (-3.959, -1.417, 0.437)
C (-3.609, -1.989, -1.173)
C (-2.395, -1.590, -1.586)
N (-1.733, -0.808, -0.668)
H (-1.788, 6.732, 1.719)
H (-3.302, 6.549, 1.042)
H (-0.695, 5.006, 2.977)
H (-0.625, 2.598, 3.482)
H (-4.517, 2.114, 1.773)
H (-4.608, 4.540, 1.289)
H (-4.321, -2.587, -1.715)
H (-1.916, -1.815, -2.525)
Br (-0.530, -8.923, -1.878)
C (0.004, -7.145, -1.471)
C (1.263, -6.924, -0.936)
C (1.644, -5.624, -0.643)
C (0.781, -4.562, -0.881)
C (-0.479, -4.809, -1.412)
C (-0.875, -6.104, -1.711)
C (1.241, -3.167, -0.535)
O (2.345, -2.990, -0.052)
O (0.356, -2.256, -0.824)
H (1.929, -7.754, -0.750)
H (2.616, -5.412, -0.220)
H (-1.153, -3.981, -1.577)
H (-1.855, -6.303, -2.122)

Force components x, y, z for each atom (eV/Å):
Mo -0.3 -0.4 -0.1
O 0.0 0.0 0.0
C -0.1 0.0 0.0
C 0.1 0.0 0.0
O 0.0 0.0 0.0
C 0.0 0.0 0.0
C 0.0 0.0 0.1
O 0.0 0.1 -0.1
C 0.1 0.0 0.0
O 0.0 0.0 0.0
O 0.2 0.2 0.1
F 0.0 0.0 0.0
C 0.0 0.0 0.0
F 0.0 0.0 0.0
F 0.0 0.0 0.0
C 0.0 0.1 0.0
C 0.0 0.0 0.0
C 0.0 0.0 0.0
C 0.0 0.0 0.0
N 0.1 -0.1 0.1
C 0.0 0.0 0.0
S 0.0 0.1 0.1
H 0.0 0.0 0.0
H 0.0 0.0 0.0
H 0.0 0.0 0.0
Se 0.0 0.0 0.0
N 0.0 0.0 0.0
C 0.0 0.0 0.0
C 0.0 0.0 0.0
C 0.0 0.0 0.0
C 0.0 0.0 -0.1
N -0.1 0.0 0.1
C 0.0 0.0 0.0
N 0.0 0.0 0.0
H 0.0 0.0 0.0
H 0.0 0.0 0.0
H 0.0 0.0 0.0
N 0.0 0.0 0.0
C 0.0 0.0 0.0
C 0.0 0.0 0.0
C 0.0 0.0 -0.1
C -0.1 0.0 0.0
C 0.0 0.0 0.1
C 0.0 0.0 0.0
S 0.0 0.3 0.0
O -0.1 0.0 0.0
O 0.0 0.0 0.0
N 0.1 -0.4 0.0
C -0.1 0.1 0.0
S 0.0 0.0 0.0
C 0.0 0.0 0.0
C 0.0 0.0 0.0
N 0.0 -0.1 0.0
H 0.0 0.0 0.0
H 0.0 0.0 0.0
H 0.0 0.0 0.0
H 0.0 0.0 0.0
H 0.0 0.0 0.0
H 0.0 0.0 0.0
H 0.0 0.0 0.0
H 0.0 0.0 0.0
Br 0.0 0.0 0.0
C 0.0 0.0 0.0
C 0.0 0.0 0.0
C 0.0 0.0 0.0
C 0.0 0.0 0.0
C 0.0 0.0 0.0
C 0.0 0.0 0.0
C 0.0 0.0 0.0
O 0.0 0.0 0.0
O 0.0 0.0 0.0
H 0.0 0.0 0.0
H 0.0 0.0 0.0
H 0.0 0.0 0.0
H 0.0 0.0 0.0

***

Q: Number 1 is which compound?
A: H4S3

***

Q: The highest maximum force belongs to which entry?
A: C39H39F7NbO2